Entry 1:
8
Properties=species:S:1:pos:R:3 method="wB97M-V/def2-TZVPD" charge=0 smiles="FN1C=C1.F" de_lowest_ev=3.915 orbital_gap_ev=11.274 fmax_ev_per_a=2.591 multiplicity=1
C -1.063 0.352 0.506
C -0.659 0.517 -0.732
N 0.124 -0.433 0.068
F 2.565 0.056 0.471
F -0.415 -1.742 -0.167
H 1.683 -0.017 0.130
H -1.763 0.243 1.423
H -0.473 1.024 -1.699

Entry 2:
15
Properties=species:S:1:pos:R:3 method="wB97M-V/def2-TZVPD" charge=0 smiles="C/N=N/N.NC=O" de_lowest_ev=2.533 orbital_gap_ev=10.450 fmax_ev_per_a=2.248 multiplicity=1
C 0.540 -1.953 0.089
N 0.736 -0.561 -0.320
N 1.851 -0.114 0.067
C -1.312 1.317 0.385
N 2.090 1.036 -0.574
N -2.284 0.440 -0.008
O -1.246 2.467 -0.038
H -0.722 0.988 1.281
H 1.242 1.542 -0.828
H 2.841 1.586 -0.170
H -2.889 0.737 -0.762
H -2.257 -0.525 0.292
H -0.202 -2.002 0.892
H 1.455 -2.432 0.454
H 0.158 -2.525 -0.760